(1)
Density functional theory data (ωB97M-V with the def2-TZVPD basis set) for a molecular structure, C41H69GeN8ORhS2Si3 in a non-equilibrium geometry.

Output
Frontier orbital gap (spin up / spin down) (eV): 4.2 / 4.3
Expectation value of S²: 0.777

ORCA input file:
```
! wB97M-V def2-TZVPD RIJCOSX def2/J DEFGRID3
* xyz 1 2
Rh -1.448 0.140 -0.897
Ge 0.801 0.199 0.159
S -0.394 -4.338 -1.312
S -0.715 -1.876 0.183
Si 1.708 -1.805 2.124
Si 3.182 -0.081 -1.573
Si 1.934 3.550 -1.493
O -2.692 -0.635 -2.611
N -0.237 1.521 2.077
N -2.818 0.703 0.690
N 0.211 -0.590 -2.349
N 0.163 -1.955 -2.374
N -0.388 3.560 3.293
N 1.630 2.860 2.459
N -4.603 -0.364 -0.412
N -4.857 1.800 0.362
C 1.875 4.337 -3.236
C 2.635 1.836 2.379
C -3.620 0.115 2.857
C -2.342 0.349 4.858
C 3.329 -6.800 1.236
C 3.393 0.669 -3.331
C -3.201 -1.892 -4.545
C -4.074 0.700 0.211
C 1.159 -5.056 -2.018
C -1.757 3.864 2.966
C -1.394 1.020 2.706
C -4.080 -1.699 -0.204
C -0.228 0.008 -3.424
C 4.817 0.459 -0.709
C -2.590 0.641 2.050
C -0.202 -2.598 -1.343
C 1.353 -6.654 -0.113
C -5.518 -0.284 -1.530
C 2.037 -7.211 0.951
C -1.313 0.858 4.094
C -3.510 -0.036 4.219
C 3.198 -1.978 -1.848
C 1.272 -1.269 3.919
C 2.152 4.203 2.561
C -0.764 -1.116 -5.636
C -1.639 -1.894 -6.374
C 1.949 -5.679 -0.909
C 1.110 -3.619 2.051
C 3.622 -1.821 1.905
C -1.089 -0.730 -4.352
C 0.311 2.583 2.615
C -6.296 1.752 0.457
C 3.940 -5.849 0.437
C -4.302 3.103 0.604
C 0.418 4.186 -0.514
C 0.008 3.972 4.626
C -2.845 -2.292 -5.812
C 3.254 -5.295 -0.631
C -0.088 1.484 -3.579
C 3.630 4.064 -0.769
C -2.346 -1.084 -3.767
H 0.586 5.190 -0.132
H 1.686 -4.262 -2.538
H 2.170 0.868 2.527
H 3.554 1.741 -3.305
H 4.404 3.935 -1.519
H -0.771 3.686 5.340
H 0.133 5.057 4.680
H -4.920 -2.382 -0.056
H -4.537 -0.182 2.369
H -6.765 2.271 -0.383
H 2.705 -2.199 -2.790
H 4.076 -0.857 2.105
H 4.267 0.217 -3.795
H -3.444 -1.723 0.678
H -0.449 4.230 -1.166
H 1.736 -4.238 2.689
H 3.128 1.837 1.406
H 0.821 -5.804 -2.733
H -5.009 -0.687 -2.408
H 0.341 -6.961 -0.333
H 3.930 3.495 0.104
H 2.874 4.357 1.762
H 3.745 -4.572 -1.260
H -4.157 -2.171 -4.128
H 3.628 5.118 -0.500
H 0.213 -1.061 4.022
H 2.545 0.466 -3.972
H -6.606 2.252 1.378
H 2.222 5.366 -3.189
H 1.569 -7.970 1.560
H -2.232 0.247 5.927
H 0.249 1.923 -2.635
H 1.506 -2.100 4.577
H -4.828 3.826 -0.026
H 0.169 3.542 0.322
H 0.088 -3.704 2.407
H 2.674 -2.517 -1.065
H -3.507 -2.032 -1.073
H 3.923 -2.142 0.914
H 1.137 -4.051 1.058
H -1.364 -2.200 -7.371
H -6.650 0.727 0.490
H 4.955 -5.541 0.638
H -3.245 3.094 0.345
H -4.327 -0.464 4.781
H -5.793 0.742 -1.746
H 0.869 4.353 -3.643
H -1.936 4.910 3.219
H 5.646 -0.013 -1.228
H 4.215 -2.357 -1.907
H -0.391 1.151 4.578
H 2.511 3.818 -3.945
H 3.855 -7.221 2.078
H -4.424 3.401 1.650
H -3.517 -2.919 -6.379
H 1.346 4.921 2.449
H 4.958 1.529 -0.792
H 1.827 -0.410 4.277
H 0.627 1.720 -4.367
H 0.186 -0.818 -6.055
H -2.477 3.242 3.510
H 3.387 2.006 3.153
H -6.419 -0.873 -1.341
H -1.047 1.907 -3.883
H 0.939 3.491 4.918
H 4.029 -2.531 2.618
H -1.898 3.731 1.897
H 2.656 4.375 3.516
H 4.887 0.188 0.336
*
```


(2)
Density functional theory data (ωB97M-V with the def2-TZVPD basis set) for a molecular structure, C41H70CrN2O3P2S.

Output
Frontier orbital gap (spin up / spin down) (eV): 6.2 / 7.2
Expectation value of S²: 6.040

ORCA input file:
```
! wB97M-V def2-TZVPD RIJCOSX def2/J DEFGRID3
* xyz 0 5
Cr -0.276 0.170 -1.226
S 3.098 0.775 -0.401
P -0.598 0.859 2.975
P -2.163 1.399 0.013
O -0.003 3.156 -1.258
O 1.579 2.167 -2.475
O 1.803 0.373 0.264
N -1.798 3.974 0.700
N 0.023 3.524 2.755
C 0.680 -3.081 0.015
C -3.846 -2.377 -1.845
C 2.046 -0.342 -4.501
C 0.446 -4.600 -0.054
C -1.266 -1.467 -2.846
C 0.886 -0.580 4.692
C -1.549 2.766 1.114
C -2.859 3.134 -2.135
C -2.566 -3.048 -1.328
C 0.812 1.828 5.333
C -1.317 -2.206 -1.638
C 4.435 0.021 0.590
C 0.621 5.852 2.740
C 5.282 -0.920 -0.251
C -0.596 7.356 1.294
C -0.664 2.543 2.240
C 0.856 0.860 4.153
C 0.279 -1.767 -5.509
C 3.368 2.491 0.085
C 0.237 -2.509 1.365
C -4.127 1.046 -1.862
C -0.148 4.777 2.244
C 0.563 2.023 -1.816
C -1.116 5.012 1.259
C 0.067 -1.112 -3.150
C -2.842 -3.368 0.145
C 0.544 -0.629 -4.509
C 0.049 -2.324 -1.165
C 0.539 4.430 -1.604
C -2.059 1.061 4.095
C -2.427 -4.362 -2.123
C -1.345 6.326 0.797
C 4.515 3.095 -0.706
C 2.126 1.101 3.335
C 2.209 -2.926 -0.021
C -3.467 2.198 -1.089
C -3.183 0.297 1.056
C 0.863 -1.653 -2.111
C 0.399 7.115 2.268
C -4.563 2.926 -0.304
C -0.225 0.611 -4.971
H 0.950 4.420 -2.611
H 2.486 -1.878 0.051
H -4.801 0.460 -1.238
H -2.086 -3.993 0.605
H 1.365 5.643 3.498
H -4.682 -3.068 -1.721
H -2.371 0.091 4.482
H 1.325 4.720 -0.902
H -4.726 1.472 -2.670
H -2.417 -4.145 -3.193
H 4.660 4.137 -0.420
H 1.734 1.711 5.911
H -2.140 2.610 -2.767
H -2.892 1.475 3.526
H -3.274 -5.022 -1.914
H -4.184 3.812 0.195
H 5.036 0.816 1.033
H -5.341 3.236 -1.008
H 3.918 -0.502 1.395
H -1.510 -4.894 -1.888
H -0.843 -2.500 1.490
H -2.930 -2.461 0.742
H -1.304 0.438 -4.939
H 4.673 -1.713 -0.685
H -1.862 1.735 4.925
H -0.588 -4.899 0.076
H -3.710 -0.369 0.377
H -2.366 3.990 -1.686
H -0.007 -0.810 5.279
H -0.758 8.365 0.938
H -2.533 -0.315 1.680
H -0.790 -1.965 -5.605
H 2.354 0.026 -5.483
H 2.302 0.409 -3.756
H 0.588 -1.480 1.460
H 2.154 0.450 2.460
H -4.081 -1.474 -1.285
H 6.055 -1.384 0.363
H 3.000 0.899 3.962
H -0.012 1.616 6.014
H 2.634 -3.356 -0.931
H 2.641 -3.454 0.832
H 5.456 2.572 -0.524
H -3.791 -3.904 0.216
H 2.424 2.974 -0.150
H -2.104 6.478 0.040
H 2.178 2.134 2.992
H -3.389 0.376 -2.311
H 0.669 -1.505 -6.496
H 0.790 -4.992 -1.013
H -5.041 2.279 0.433
H 1.026 -5.087 0.734
H 0.666 -3.094 2.186
H -3.911 0.820 1.675
H 2.613 -1.255 -4.300
H -3.791 -2.122 -2.901
H 5.772 -0.388 -1.067
H 0.764 -2.688 -5.180
H 1.752 -0.704 5.348
H 0.743 2.862 5.002
H -2.109 -1.254 -3.485
H 1.936 -1.570 -2.058
H 0.041 0.855 -6.003
H -3.676 3.487 -2.771
H -0.277 5.148 -1.531
H 4.295 3.058 -1.773
H 0.007 1.472 -4.347
H 0.983 7.946 2.644
H 3.520 2.515 1.165
H 0.961 -1.309 3.883
*
```


(3)
Density functional theory data (ωB97M-V with the def2-TZVPD basis set) for 4 unconnected molecules or ions with the total composition C41H74BrF2N7O13P2 in a non-equilibrium geometry.

Output
Frontier orbital gap (spin up / spin down) (eV): 6.9 / 6.4
Expectation value of S²: 3.762

ORCA input file:
```
! wB97M-V def2-TZVPD RIJCOSX def2/J DEFGRID3
* xyz -1 4
Br -2.864 3.675 1.621
P 2.959 1.473 -1.017
P -1.660 3.960 -0.241
F 2.206 5.419 2.040
F 0.168 2.746 3.280
O -0.365 -4.337 -6.898
O 0.003 -0.812 -3.246
O 2.167 1.965 -2.322
O 3.371 2.685 -0.267
O 1.424 5.648 0.026
O -1.493 5.587 -0.392
O -5.375 -1.567 2.509
O -0.017 1.923 0.625
O 2.147 -0.737 -2.945
O 2.192 2.750 2.516
O 5.647 0.946 5.861
O -0.349 1.406 -1.599
O 4.329 0.789 -1.554
N 6.535 1.498 5.093
N 0.745 -1.255 -1.123
N -6.574 -1.074 2.553
N -3.709 -1.096 -0.413
N 0.062 -3.573 -7.855
N 3.372 -3.348 -0.188
N 0.572 3.986 1.370
C 2.187 0.302 0.140
C 2.268 -1.848 2.773
C 6.750 2.496 2.819
C 7.527 2.195 5.963
C 0.053 3.217 0.161
C -0.176 -3.296 -10.316
C 1.087 3.121 2.378
C 6.436 4.423 5.439
C -6.564 0.087 3.492
C -7.575 -2.541 4.344
C 1.213 -1.383 -8.243
C 8.824 2.505 5.188
C -0.972 -1.433 -7.041
C 5.386 3.693 4.606
C 1.397 5.031 1.032
C 7.982 1.298 7.115
C -7.635 -1.345 5.289
C -0.900 -3.665 -8.991
C -2.148 -2.790 -8.787
C 0.322 -2.208 -7.293
C 1.002 -0.892 -2.508
C -1.861 -1.380 -8.280
C -7.806 0.979 3.286
C 0.731 -0.257 -0.113
C -1.400 -5.096 -9.216
C -5.383 1.013 3.210
C -7.184 -3.466 2.096
C 4.577 1.648 3.514
C 2.572 -3.033 -1.113
C 1.121 -2.277 -5.993
C 5.832 2.327 4.063
C 0.296 -0.852 1.279
C 6.976 3.505 6.531
C 1.082 -2.632 -0.888
C -7.530 -2.179 2.850
C -8.944 -1.795 2.330
C -6.523 -0.355 4.957
C -2.280 -0.844 -0.764
C -0.319 0.885 -0.319
C -1.802 0.427 -0.027
C 1.371 -1.495 2.064
H 0.557 -3.219 -1.666
H -5.371 1.327 2.165
H -2.019 0.429 1.046
H -0.722 -2.544 -10.889
H -1.686 -1.737 -0.594
H 0.834 -2.925 -10.162
H -0.046 -4.168 -10.959
H -4.424 0.552 3.441
H 6.176 3.294 7.248
H -1.529 -1.894 -6.220
H -1.980 -5.142 -10.139
H -2.286 -0.636 -1.838
H 0.722 -1.103 -9.175
H -2.814 -3.274 -8.066
H 8.359 0.343 6.743
H 4.145 0.545 -2.477
H -7.518 -1.689 6.319
H 2.828 -3.269 0.679
H -5.556 -0.816 5.181
H 5.074 4.332 3.778
H -0.466 -1.620 1.112
H 5.985 5.307 5.899
H -3.750 -1.208 0.598
H -7.714 1.891 3.878
H -7.985 -4.195 2.226
H 0.782 -3.103 0.054
H 6.846 3.541 2.518
H 8.700 3.263 4.417
H -2.711 -2.731 -9.722
H 3.777 1.586 4.250
H -6.683 -3.123 4.600
H -1.516 5.829 -1.323
H 7.759 4.024 7.091
H 2.130 -1.925 -8.486
H -6.603 0.518 5.609
H 8.789 1.779 7.669
H -2.803 -0.886 -8.029
H -9.005 -0.770 1.972
H -1.135 1.156 -2.090
H -2.051 -5.440 -8.413
H -7.067 -3.280 1.027
H 2.863 -3.056 -2.166
H 1.397 -1.276 -5.662
H 4.498 3.559 5.233
H 6.367 1.943 1.962
H 2.174 0.803 1.110
H 0.558 -2.723 -5.177
H -4.195 -0.229 -0.622
H 4.797 0.636 3.163
H -1.401 -0.776 -9.068
H -0.736 -0.419 -6.715
H -8.426 -3.198 4.536
H -5.451 1.914 3.822
H 9.585 2.888 5.870
H 9.225 1.603 4.724
H 7.244 4.791 4.801
H 2.839 -0.573 0.160
H 2.173 2.929 -2.310
H -6.269 -3.930 2.462
H 0.783 3.416 -0.628
H -7.901 1.278 2.241
H -8.617 -0.865 5.239
H -8.737 0.510 3.597
H -0.568 -5.797 -9.305
H 1.504 -0.449 -7.762
H -9.713 -1.925 3.094
H 2.045 -2.845 -6.128
H -0.161 -0.113 1.938
H 7.752 2.100 2.969
H -9.232 -2.397 1.469
H 4.195 2.213 2.676
H -2.407 1.257 -0.425
H 3.120 -2.135 3.336
H 7.185 1.099 7.830
*
```


> Look up the expectation value of S² of the second one.

6.040


> What is the expectation value of S² in the third record?

3.762


> The lowest expectation value of S² belongs to which entry?

C41H69GeN8ORhS2Si3